This record from the Open Molecules 2025 dataset describes a structure of composition C26H25FN4O5. The level of theory is ωB97M-V/def2-TZVPD.

Geometry as XYZ:
```
61
Properties=species:S:1:pos:R:3:forces:R:3:mulliken_charge:R:1
F -1.33054 0.92331 2.54890 -2.161 0.078 1.689 -0.244
O 5.15094 0.24998 4.97737 0.691 0.618 -6.923 -0.134
O -1.38089 -0.54488 -5.73987 -4.260 -0.479 4.777 -0.779
O -3.34899 -0.04075 -2.01087 5.646 1.581 0.085 -0.920
O -4.51926 -3.38202 -5.70311 3.207 -1.477 -0.159 -0.355
O 2.52786 1.73571 6.68923 -0.066 -0.123 -0.916 -0.740
N -3.58072 -0.61370 -4.70716 3.991 1.312 7.158 -0.118
N 1.29752 1.53279 2.18181 2.847 -3.526 -7.891 0.093
N 2.34840 0.69304 4.74138 -7.745 2.367 -5.499 -0.185
N 0.72124 0.40666 -2.43794 -0.976 -0.916 -0.851 0.384
C 0.54134 1.16184 1.02451 -4.384 3.434 6.989 0.509
C 2.88583 -0.82823 -2.41900 -0.381 2.782 -1.270 -0.875
C -6.48245 -3.74594 -4.79222 -1.751 -4.480 2.038 -0.104
C -4.45877 -1.07325 -5.73664 13.082 8.589 -4.431 -1.187
C 1.99892 0.68713 -2.73757 5.658 -6.878 -5.408 -0.995
C 0.24814 0.52318 -1.18767 6.101 1.870 -2.763 0.393
C 2.76366 0.99180 2.14228 -10.652 1.182 14.036 -1.668
C 0.86205 1.46643 4.53891 2.115 -5.398 -3.358 -1.048
C 0.86492 2.33365 3.13678 -1.161 -6.942 4.632 -1.412
C -1.08500 1.11773 1.30159 9.705 -0.114 -1.520 0.050
C -2.18142 -0.48809 -4.60295 1.983 0.535 -8.609 0.068
C -2.03787 0.19804 -2.18389 -3.148 -1.713 -0.378 0.802
C 0.97796 1.12241 -0.19501 -3.391 -1.441 0.281 -1.721
C -0.08733 -0.05293 -3.38051 3.890 1.402 -7.439 0.345
C 6.22737 0.48825 6.80683 12.561 -3.172 -4.904 -0.343
C 4.43812 1.05209 5.73356 0.121 -2.559 2.137 0.517
C -1.39332 0.03467 -3.48183 -4.603 -1.591 3.222 -0.283
C -5.00191 -2.14029 -5.48527 -9.906 -14.444 4.250 0.565
C 3.02204 1.16413 5.69290 1.244 2.467 4.036 0.787
C 5.04633 0.91874 6.94395 -4.708 5.683 6.284 -0.629
C 2.62778 0.06953 3.46750 -1.016 -0.056 -0.729 -1.438
C -1.58214 0.78863 0.17573 -7.275 -2.635 -1.820 -1.124
C -6.17802 -2.41534 -4.84599 0.921 0.170 -1.372 -0.886
C 6.44604 0.17381 5.25223 -8.292 4.221 11.599 -0.361
C -0.97705 0.46281 -1.17736 -14.344 0.480 5.404 1.192
C -5.31390 -4.32194 -5.16060 -0.592 -3.260 -0.730 -0.173
H 2.25091 0.39695 -3.92628 -1.140 2.458 3.013 0.206
H 1.91331 1.10221 -0.24406 7.914 0.411 -1.087 0.882
H 1.85816 -0.70716 3.39310 0.271 0.101 -0.578 0.240
H 2.69852 -0.93216 -1.36512 0.560 -0.826 0.387 0.358
H -5.10353 -5.50162 -5.12074 0.234 3.277 -0.648 0.282
H 0.64220 1.90984 5.40850 -0.743 1.884 3.051 0.648
H -6.94978 -1.83409 -4.77932 -3.823 4.377 0.979 0.518
H 7.29993 0.48314 7.27331 -2.896 0.109 0.357 0.260
H 2.89328 0.63285 1.35909 2.432 -6.282 -12.197 0.924
H 0.46058 -0.08315 -4.60221 -1.747 -0.528 4.011 0.128
H 4.70022 1.40958 7.98578 0.421 -1.374 -2.864 0.250
H 3.50466 -0.31389 3.74831 3.688 -2.511 -0.324 1.170
H -2.73877 0.51134 0.41775 2.342 0.454 -1.623 0.128
H 7.05352 -0.30037 4.72659 5.066 -4.186 -4.714 0.515
H -7.48773 -4.41952 -4.40618 3.236 2.571 -1.065 0.220
H -3.63955 -1.12915 -6.52710 -1.239 -0.342 -0.136 0.458
H 2.42483 -1.60683 -3.07949 0.217 0.715 0.881 0.287
H 0.31853 0.48410 4.40004 -0.239 1.511 0.119 0.401
H 3.94247 -0.64114 -2.77315 -1.030 -0.414 0.939 0.356
H -4.90516 -0.23830 -5.92466 -4.079 4.373 -1.676 0.627
H 3.39688 1.58359 2.50039 5.317 5.886 1.850 0.676
H -3.97887 -0.52007 -3.69163 0.716 -0.130 -2.092 0.359
H -0.06433 2.61548 3.14952 -5.013 2.057 -0.871 0.637
H 1.46588 2.94079 3.49601 5.787 6.943 1.917 0.882
H 2.47595 1.48128 -2.29432 0.802 1.897 0.724 0.603
```
Positions in Å, forces in eV/Å.

Spin multiplicity = 1
Orbital gap = 8.212 eV
Energy = -46259.105 eV
E_LUMO = -0.04 eV

This record from the Open Molecules 2025 dataset describes a structure of composition C26H25N2O2OsPS. The level of theory is ωB97M-V/def2-TZVPD.

Geometry as XYZ:
```
58
Properties=species:S:1:pos:R:3:forces:R:3:mulliken_charge:R:1
Os 0.21353 -0.04205 0.03376 0.508 -0.944 -1.229 0.745
S -2.09632 0.95949 0.07751 0.690 0.187 0.066 -0.466
P 0.18723 -0.45716 -3.42479 0.000 -0.084 -0.435 1.015
O 1.99291 -0.98100 0.37685 -1.724 1.319 0.290 -0.651
O 0.81238 1.42896 1.97547 0.181 0.690 0.352 -0.488
N 0.17451 -0.22483 -1.88871 0.180 -0.157 -0.226 -0.215
N -1.75115 -1.58486 0.44271 -0.018 0.388 -0.103 -0.036
C 0.34320 0.31221 1.99448 -0.026 -0.517 1.222 0.909
C -0.72940 0.83158 -4.34117 0.302 -0.270 0.400 0.272
C -2.25441 2.81985 -5.51158 0.018 0.021 -0.035 -0.463
C 0.20045 -0.53351 3.23111 -0.111 0.330 -0.060 -1.093
C -2.10543 -2.86030 0.51419 -0.193 -0.347 -0.024 -0.623
C 2.50144 -2.04942 -0.32888 0.215 -0.621 -0.577 -0.349
C -0.63886 -2.00986 -3.93419 0.228 0.409 0.284 -0.012
C 4.51078 -0.45301 -5.00192 0.001 -0.044 0.005 -0.438
C -1.73286 -3.38701 -5.56298 -0.010 -0.006 -0.144 -0.690
C -1.07980 -2.21269 -5.23615 0.116 0.064 0.081 -0.181
C -0.25691 1.48686 -5.46901 0.085 -0.190 0.069 -0.162
C 2.70307 0.58808 -3.81774 -0.037 0.075 -0.026 -0.418
C 1.88128 -0.49466 -4.11985 -0.430 -0.008 0.319 0.246
C -2.69597 -0.64871 0.22985 0.095 -0.242 0.090 0.496
C 4.01409 0.60855 -4.25999 0.024 0.066 0.006 -0.719
C -0.86914 -2.97232 -2.96015 0.112 0.083 0.090 -0.187
C -1.95891 1.17923 -3.79114 -0.023 -0.067 0.042 -0.377
C -4.05142 -0.99050 0.12649 0.153 -0.063 0.013 -0.749
C 2.39857 -1.58082 -4.81290 -0.221 0.054 -0.037 -0.221
C -2.72018 2.17304 -4.37668 -0.072 0.012 0.022 -0.726
C -1.52288 -4.14666 -3.29214 -0.029 -0.100 0.009 -0.557
C 3.70941 -1.55256 -5.25892 0.095 -0.087 -0.068 -0.633
C -1.95212 -4.35414 -4.59400 -0.006 -0.038 0.042 -0.502
C -3.40809 -3.28354 0.34475 -0.026 -0.021 0.079 -0.642
C -1.02468 2.48010 -6.05206 -0.033 0.125 -0.127 -0.650
C -4.40029 -2.32065 0.16516 0.159 -0.033 0.007 -0.241
H -1.31148 -3.56436 0.72685 0.084 -0.077 -0.087 0.451
H 3.59194 -2.10049 -0.19025 -0.172 0.019 -0.014 0.264
H 2.29605 -1.98780 -1.41010 0.023 0.028 0.107 0.029
H -0.03182 0.08706 4.09682 0.057 -0.017 0.029 0.366
H -2.84916 3.59452 -5.97380 -0.025 0.069 -0.015 0.379
H -2.07294 -3.54520 -6.57584 -0.043 -0.033 -0.072 0.402
H 2.30517 1.40677 -3.23135 0.038 0.048 0.030 0.442
H -3.64954 -4.33336 0.36704 -0.005 -0.120 0.070 0.472
H -0.90918 -1.44681 -5.98022 -0.048 0.028 -0.117 0.442
H -3.66814 2.45463 -3.94122 -0.067 -0.007 0.014 0.429
H 1.77229 -2.44077 -5.00499 -0.005 -0.075 -0.050 0.379
H 4.10909 -2.39705 -5.80100 0.019 -0.052 -0.069 0.400
H 1.16262 -1.02244 3.38158 0.092 -0.016 0.016 0.269
H -0.55255 -1.30474 3.09494 -0.072 0.011 -0.044 0.230
H 2.07398 -2.99730 0.03631 0.086 0.032 -0.074 0.233
H -2.29457 0.67417 -2.89331 -0.051 0.075 0.058 0.205
H -1.69823 -4.89974 -2.53632 -0.026 -0.026 0.038 0.409
H 4.65696 1.44354 -4.02086 -0.013 0.086 -0.006 0.396
H -4.78448 -0.21044 0.00728 -0.097 0.087 -0.064 0.465
H -5.43321 -2.62129 0.06236 -0.071 0.011 -0.018 0.393
H -2.46310 -5.26951 -4.85587 -0.037 -0.059 -0.007 0.393
H -0.53721 -2.77732 -1.94625 -0.026 -0.037 -0.022 0.184
H 0.70604 1.21944 -5.88232 0.067 0.035 -0.052 0.384
H -0.65637 3.00102 -6.92345 0.017 0.024 -0.092 0.409
H 5.52495 -0.42686 -5.37480 0.072 -0.017 0.044 0.381
```
Positions in Å, forces in eV/Å.

Spin multiplicity = 5
Orbital gap (spin up / spin down) = 8.182 / 7.167 eV
Energy = -57031.851 eV
E_LUMO (spin up / spin down) = 0.63 / -0.57 eV

This record from the Open Molecules 2025 dataset describes an isolated molecule of C26H25N3O3S. The level of theory is ωB97M-V/def2-TZVPD.

Geometry as XYZ:
```
58
Properties=species:S:1:pos:R:3:forces:R:3:mulliken_charge:R:1
S -1.39451 1.36170 0.04249 -0.052 -0.075 0.152 -0.158
O 2.87406 -4.76184 -0.64163 -0.119 -0.083 -0.114 -0.658
O 4.23389 3.54146 -1.06246 -0.263 0.001 -0.196 -0.609
O -4.04048 -0.38017 -2.12412 -0.221 -0.053 -0.211 -0.641
N 5.68272 2.37511 0.25911 0.335 0.011 0.271 -0.176
N 4.17713 -2.98629 -0.23141 0.475 -0.390 0.070 -0.072
N -2.90542 -0.75030 -0.19269 0.038 -0.262 0.363 0.276
C -5.60686 2.31452 0.43484 0.049 0.111 -0.031 -0.782
C 0.50530 -1.20787 1.22732 -0.096 -0.089 -0.086 -0.809
C -1.75389 -0.37490 0.56792 0.235 0.586 -0.036 -0.648
C -6.62721 -0.22705 0.05762 0.017 0.036 0.061 -0.312
C -4.98099 1.22311 1.01072 -0.044 -0.052 0.081 -0.108
C 4.51090 -1.63045 -0.12731 0.110 0.536 -0.043 0.054
C -6.74426 2.13590 -0.33224 -0.047 0.087 -0.055 -0.423
C -4.74538 -1.25153 1.36614 0.110 0.033 -0.264 -1.200
C 5.93149 4.75115 0.13060 -0.190 0.083 -0.153 -1.312
C 5.17378 3.51300 -0.30469 0.398 0.253 0.260 0.797
C 1.75811 -2.72465 -0.14794 -0.384 -0.103 0.076 0.110
C -0.54719 -1.23759 0.31794 0.084 -0.198 0.038 0.940
C 1.65117 -1.94084 0.99766 -0.035 -0.075 -0.053 -0.157
C 6.00232 0.05161 0.73134 -0.074 0.158 -0.125 -0.710
C -2.21471 1.07999 -1.53972 0.249 0.155 0.055 -0.777
C -0.44352 -2.02924 -0.81877 -0.090 0.084 0.104 -0.214
C 5.63240 -1.27203 0.61705 -0.221 -0.057 -0.077 -0.804
C -5.48295 -0.05819 0.82553 -0.075 -0.057 0.211 0.620
C 5.26315 1.05211 0.10186 -0.168 -0.383 -0.086 0.696
C 2.95780 -3.57824 -0.38233 -0.005 -0.091 0.076 -0.083
C 0.69510 -2.78138 -1.04055 0.299 -0.029 0.059 -1.097
C -3.17166 -0.08403 -1.33815 0.112 0.366 -0.357 0.640
C 4.15338 0.69332 -0.65888 -0.029 0.171 -0.003 -0.704
C -3.78773 -1.78856 0.28811 -0.157 -0.192 0.031 -1.086
C -7.25600 0.86257 -0.51543 -0.081 -0.027 -0.063 -0.617
C 3.78998 -0.63294 -0.77819 0.273 -0.189 0.054 -0.084
H 3.58675 1.45646 -1.16435 -0.015 0.014 -0.016 0.551
H -7.22990 2.98624 -0.78792 -0.045 0.063 -0.029 0.392
H -5.44092 -2.04809 1.63334 0.022 -0.016 0.081 0.511
H 5.48670 5.62267 -0.34014 -0.009 -0.020 -0.007 0.352
H -1.25673 -2.06828 -1.52890 -0.083 -0.024 -0.036 0.448
H -3.19006 -2.61890 0.67515 -0.042 -0.007 -0.075 0.393
H -4.09146 1.37388 1.60686 0.084 -0.009 0.047 0.348
H 0.77348 -3.41088 -1.91396 0.008 -0.089 -0.068 0.434
H 2.94350 -0.89411 -1.39248 -0.047 0.026 -0.063 0.505
H -4.17917 -0.97484 2.25810 -0.044 -0.035 0.052 0.357
H -2.76686 1.97223 -1.82844 -0.061 -0.120 -0.037 0.450
H -7.02249 -1.22066 -0.09796 -0.044 -0.119 -0.028 0.389
H -4.36594 -2.12450 -0.57671 0.098 -0.062 0.109 0.544
H 4.95346 -3.63758 -0.22795 -0.228 0.012 -0.066 0.262
H 6.87412 0.31340 1.31478 0.096 0.023 0.057 0.301
H -1.48189 0.84377 -2.31426 -0.162 -0.056 -0.046 0.399
H -5.19914 3.30432 0.58136 0.021 0.085 0.019 0.419
H 5.87978 4.86358 1.21161 0.041 0.022 0.091 0.332
H 6.21435 -2.03785 1.10904 0.036 -0.076 0.080 0.405
H -1.98000 -0.33576 1.63819 -0.020 -0.047 -0.094 0.573
H 0.42305 -0.59440 2.11241 0.009 0.059 0.147 0.451
H 6.97567 4.67864 -0.16679 0.099 0.008 0.014 0.332
H 2.46024 -1.91328 1.71207 0.100 0.024 0.045 0.398
H -8.14269 0.71737 -1.11459 -0.073 -0.010 -0.049 0.378
H 6.48622 2.48915 0.86183 -0.171 0.089 -0.138 0.188
```
Positions in Å, forces in eV/Å.

Spin multiplicity = 1
Orbital gap = 8.688 eV
Energy = -48817.966 eV
E_LUMO = 0.49 eV